[1]
Computed, not measured: a structure of composition C32H41Cl5IrN5S4SbSi3, with the ωB97M-V functional and the def2-TZVPD basis.

As for the spin multiplicity: 1. As for the charge: +1.

Last column: Löwdin charge in e.
Geometry (Å):
Ir -0.3760 0.3387 -1.6320  0.62
C -1.6713 3.3848 2.3962  -0.01
N -1.7988 3.7069 0.9788  -0.11
C -2.3204 4.8795 0.4645  -0.01
C -2.2553 4.7957 -0.8725  0.00
N -1.6802 3.5611 -1.1748  0.02
C -1.4080 2.8993 -0.0217  -0.58
S -0.7602 1.3451 0.3368  0.64
C -1.4095 3.1247 -2.4961  -0.26
C -2.2427 3.4886 -3.5341  0.02
C -1.8491 3.1561 -4.8245  -0.01
C -0.6434 2.5094 -5.0240  -0.02
C 0.1080 2.1627 -3.9128  -0.15
N -0.2735 2.4419 -2.6573  0.03
H -2.2803 4.0845 2.9607  0.10
H -0.6301 3.4633 2.7049  0.09
H -2.0244 2.3704 2.5704  0.09
H -2.6739 5.6694 1.1023  0.14
H -2.5060 5.5069 -1.6372  0.13
H -3.1666 4.0162 -3.3463  0.13
H -2.4828 3.4162 -5.6618  0.13
H -0.2902 2.2564 -6.0135  0.12
H 1.0575 1.6529 -4.0001  0.08
Cl -1.3222 -1.5807 1.5311  0.66
C -1.2806 -2.2829 -0.0377  -0.68
C -0.9204 -1.5331 -1.1520  -0.43
C -0.9204 -2.2141 -2.3540  -0.65
Cl -0.4389 -1.1331 -3.6671  0.73
C -1.2281 -3.5393 -2.5574  -0.71
Cl -1.1653 -4.2273 -4.1217  0.74
C -1.5849 -4.2697 -1.4235  -0.70
Cl -1.9838 -5.9262 -1.5809  0.73
C -1.6119 -3.6393 -0.1761  -0.69
Cl -2.0512 -4.5549 1.2053  0.72
C 0.9413 1.7193 5.1193  -0.24
Si 1.8811 0.1096 4.8550  0.26
C 3.4299 0.1155 5.9069  -0.21
C 0.8001 -1.3351 5.3674  -0.23
Sb 2.1883 -0.0616 2.3379  0.81
Si 3.4677 -2.2581 2.1017  0.27
C 2.1116 -3.5531 2.0405  -0.23
C 4.6255 -2.5965 3.5362  -0.23
C 4.4244 -2.3051 0.4901  -0.22
Si 3.7379 1.9041 1.8509  0.27
C 4.8140 2.3972 3.3051  -0.23
C 2.5504 3.3071 1.4446  -0.24
C 4.8250 1.5916 0.3558  -0.22
H 0.6618 1.8523 6.1673  0.03
H 0.0281 1.7197 4.5195  0.01
H 1.5462 2.5796 4.8209  0.02
H 3.1599 0.1823 6.9646  0.04
H 4.0778 0.9599 5.6715  0.01
H 4.0084 -0.7984 5.7675  0.01
H 0.5871 -1.2887 6.4386  0.04
H 1.2978 -2.2874 5.1710  0.02
H -0.1514 -1.3412 4.8318  0.02
H 1.4573 -3.4880 2.9126  0.02
H 2.5297 -4.5623 2.0048  0.04
H 1.4923 -3.4098 1.1509  0.01
H 4.0633 -2.7587 4.4583  0.02
H 5.3047 -1.7578 3.6999  0.03
H 5.2273 -3.4902 3.3526  0.03
H 3.7555 -2.2281 -0.3697  -0.01
H 4.9601 -3.2551 0.4123  0.04
H 5.1612 -1.5044 0.4239  0.01
H 4.2118 2.7267 4.1543  0.02
H 5.4826 3.2177 3.0319  0.03
H 5.4282 1.5576 3.6359  0.03
H 1.8817 3.5097 2.2860  0.01
H 1.9399 3.0341 0.5796  0.00
H 3.0909 4.2280 1.2096  0.04
H 5.3804 0.6577 0.4431  0.01
H 5.5543 2.4009 0.2614  0.04
H 4.2393 1.5561 -0.5651  0.00
S 4.5123 -1.3212 -6.1654  0.66
C 3.8952 -0.6753 -4.7944  -1.09
S 2.9815 -1.6097 -3.6330  0.98
C 2.6560 -0.1755 -2.7195  -1.04
N 3.2227 0.8837 -3.1858  0.02
N 3.9342 0.6158 -4.3168  -0.13
C 4.6310 1.7267 -4.9019  -0.20
C 4.0754 2.9963 -4.7869  -0.03
C 4.7375 4.0853 -5.3277  -0.08
C 5.9506 3.9155 -5.9795  -0.08
C 6.5038 2.6489 -6.0709  -0.06
C 5.8533 1.5484 -5.5319  -0.04
S 1.7930 -0.1917 -1.1871  0.56
H 3.1478 3.1379 -4.2529  0.09
H 4.3032 5.0719 -5.2332  0.11
H 6.4648 4.7672 -6.4036  0.11
H 7.4570 2.5055 -6.5616  0.11
H 6.2965 0.5686 -5.6013  0.07


[2]
Computed, not measured: a cluster of 11 separate species, C22H62F3O13S in total in a non-equilibrium geometry, with the ωB97M-V functional and the def2-TZVPD basis.

As for the spin multiplicity: 1. As for the charge: -1.

Last column: Löwdin charge in e.
Geometry (Å):
C 3.4231 -4.0626 14.1296  -0.68
F 4.4150 -3.9693 14.9818  0.16
F 3.7848 -3.5559 13.0380  0.21
F 3.0754 -5.3862 13.9943  0.09
S 1.7837 -3.2065 14.7307  0.61
O 2.0522 -1.8440 15.1979  -0.31
O 0.9294 -3.1612 13.5547  -0.32
O 1.2179 -3.9956 15.8303  -0.31
O 2.6525 0.2409 16.6937  -0.07
H 3.4339 0.4989 16.2048  -0.02
H 2.3889 -0.5921 16.3027  -0.04
O 1.2579 -3.8641 18.5410  -0.06
H 1.1247 -4.0231 17.6065  -0.04
H 1.9744 -3.2304 18.5768  0.02
O -0.7924 -5.1220 13.5665  -0.05
H -0.8488 -5.3057 12.6288  0.03
H -0.0557 -4.5164 13.6485  -0.05
C 5.9214 -0.6129 13.5201  -0.05
C 5.4817 -0.5282 14.9865  -0.44
C 6.5161 -1.0264 15.9858  -0.05
O 5.1466 0.8507 15.3426  -0.07
H 6.6462 0.1504 13.2371  0.08
H 5.1089 -0.5925 12.7938  0.06
H 6.2654 -1.6251 13.3074  0.08
H 4.5965 -1.1627 14.9446  0.11
H 7.4249 -0.4447 15.8313  0.08
H 6.7338 -2.0944 15.9945  0.07
H 6.1609 -0.9535 17.0137  0.08
H 5.9420 1.3848 15.4023  0.09
C 2.1319 -5.3930 10.5050  -0.07
C 1.9430 -4.8368 9.1017  -0.45
C 2.7262 -5.7196 8.0197  -0.04
O 0.5251 -4.8022 8.9579  -0.04
H 1.7821 -6.4075 10.6963  0.05
H 1.5422 -4.8141 11.2158  0.06
H 3.1735 -5.3795 10.8258  0.08
H 2.4349 -3.8680 9.1883  0.11
H 3.6555 -6.0710 8.4680  0.07
H 2.9204 -5.1058 7.1402  0.06
H 2.1193 -6.5319 7.6197  0.07
H 0.3086 -4.7129 8.0269  0.08
C 2.2308 -0.6030 9.7556  -0.05
C 2.0787 -1.2583 11.1552  -0.49
C 1.6815 -0.1916 12.1994  -0.04
O 1.0048 -2.1532 11.0370  -0.05
H 1.2184 -0.3709 9.4249  0.08
H 2.6490 -1.2911 9.0209  0.06
H 2.7567 0.3304 9.9561  0.07
H 3.0226 -1.7216 11.4425  0.11
H 0.9914 0.5479 11.7933  0.08
H 2.5481 0.3203 12.6178  0.07
H 1.3113 -0.6691 13.1066  0.06
H 0.9625 -2.5151 11.9251  0.02
C 1.1893 -8.5676 12.6655  -0.05
C 1.8557 -9.9209 12.5615  -0.52
C 1.8842 -10.5621 13.9294  -0.06
O 1.1412 -10.7921 11.7232  -0.04
H 0.1581 -8.7127 12.9874  0.10
H 1.2641 -8.1649 11.6553  0.06
H 1.7051 -7.8579 13.3122  0.07
H 2.8701 -9.7507 12.2007  0.13
H 2.3565 -9.8903 14.6461  0.06
H 2.3550 -11.5448 13.9021  0.08
H 0.8742 -10.6610 14.3272  0.08
H 0.7394 -10.3253 10.9868  0.08
C 5.7793 -7.6956 15.2154  -0.03
C 5.2496 -8.5546 14.0590  -0.49
C 6.0156 -8.4627 12.7333  -0.06
O 5.3035 -9.9314 14.3645  -0.05
H 5.7006 -6.6266 15.0172  0.08
H 6.8127 -8.0422 15.2035  0.09
H 5.2703 -8.0630 16.1064  0.06
H 4.1975 -8.3239 13.8918  0.11
H 6.2857 -7.4558 12.4150  0.07
H 5.5135 -8.8599 11.8511  0.07
H 7.0208 -8.8827 12.7683  0.08
H 5.7513 -10.0322 15.2076  0.08
C 6.2310 -6.0614 20.0403  -0.05
C 4.9910 -6.1314 19.1539  -0.49
C 5.0338 -5.2190 17.9832  -0.07
O 4.9233 -7.4700 18.6752  -0.06
H 6.5722 -5.0350 20.1756  0.07
H 7.1305 -6.4813 19.5900  0.08
H 6.0381 -6.5066 21.0164  0.08
H 4.1096 -5.8423 19.7262  0.14
H 5.5909 -4.3019 18.1751  0.08
H 4.0857 -5.0115 17.4871  0.07
H 5.7413 -5.6571 17.2791  0.07
H 4.7375 -7.3571 17.7401  0.01
C 2.2927 -7.1593 16.8202  -0.04
C 0.8645 -7.5047 16.3568  -0.45
C 0.2234 -8.7221 17.0859  -0.05
O -0.0403 -6.4297 16.5527  -0.04
H 2.6642 -6.4323 16.0980  0.05
H 2.9594 -8.0142 16.7077  0.06
H 2.3394 -6.8258 17.8568  0.09
H 0.8439 -7.8008 15.3080  0.10
H -0.0299 -8.5586 18.1334  0.07
H 0.7653 -9.6659 17.0255  0.06
H -0.7866 -8.9027 16.7177  0.07
H 0.1367 -5.7737 15.8745  0.04


[3]
Computed, not measured: a structure of composition C22H26N4Sn in a non-equilibrium geometry, with the ωB97M-V functional and the def2-TZVPD basis.

As for the spin multiplicity: 1. As for the charge: 0.

Last column: Löwdin charge in e.
Geometry (Å):
Sn -0.2602 -1.0163 -1.3137  1.17
C 2.7402 -2.0991 1.6051  -0.20
C 1.3865 -1.8623 2.2723  -0.19
C 0.6607 -0.6078 1.7678  -0.23
N -0.4697 -0.8876 0.9214  -0.11
C -1.6644 -1.1600 1.4363  -0.23
C -1.8495 -1.3821 2.8110  -0.02
C -2.9691 -1.7305 3.5437  -0.08
C -4.2510 -2.0285 3.1174  -0.12
C -4.7365 -1.9111 1.8225  -0.09
C -4.1050 -1.4152 0.7073  -0.03
C -2.7697 -1.0379 0.4769  -0.24
N -2.3852 -0.5595 -0.6914  -0.16
C -3.2086 0.2165 -1.5639  -0.25
C -2.6554 1.6455 -1.5639  -0.17
C -1.3360 1.8439 -2.3112  -0.25
N -0.1807 1.1660 -1.7559  -0.11
C 1.0201 1.7267 -1.8468  -0.24
C 1.2638 2.8556 -2.6431  -0.03
C 2.3534 3.7031 -2.7546  -0.09
C 3.4840 3.7855 -1.9683  -0.12
C 3.8201 2.8950 -0.9549  -0.09
C 3.2592 1.6737 -0.6788  -0.03
C 2.1312 1.0003 -1.2010  -0.25
N 1.9509 -0.2943 -1.0703  -0.12
C 3.0309 -1.2192 -0.8325  -0.24
C 2.6856 -2.3833 0.0978  -0.20
H 3.1900 -2.9669 2.0951  0.11
H 3.3901 -1.2428 1.8013  0.11
H 1.5506 -1.7797 3.3496  0.11
H 0.7431 -2.7276 2.1010  0.12
H 1.3534 -0.0153 1.1735  0.09
H 0.3433 0.0189 2.6084  0.12
H -0.9562 -1.2795 3.4106  0.09
H -2.7991 -1.8290 4.6103  0.10
H -4.9518 -2.3779 3.8634  0.09
H -5.7641 -2.2246 1.6750  0.10
H -4.7247 -1.3666 -0.1792  0.10
H -4.2562 0.2481 -1.2439  0.10
H -3.1585 -0.1827 -2.5826  0.11
H -2.5329 1.9675 -0.5292  0.12
H -3.3859 2.3033 -2.0443  0.11
H -1.1622 2.9258 -2.3071  0.11
H -1.4769 1.5140 -3.3501  0.13
H 0.4729 3.0862 -3.3437  0.09
H 2.2619 4.4501 -3.5343  0.10
H 4.1608 4.6099 -2.1520  0.09
H 4.6798 3.1619 -0.3510  0.10
H 3.7728 1.1148 0.0954  0.10
H 3.9441 -0.7312 -0.4802  0.10
H 3.2645 -1.6558 -1.8130  0.12
H 3.4011 -3.1772 -0.1303  0.11
H 1.6950 -2.7596 -0.1705  0.06


[4]
Computed, not measured: a cluster of 2 separate species, C6H5NO2P in total in a non-equilibrium geometry, with the ωB97M-V functional and the def2-TZVPD basis.

As for the spin multiplicity: 1. As for the charge: +1.

Last column: Löwdin charge in e.
Geometry (Å):
C 1.4898 1.3174 -0.3069  0.03
C 0.9507 1.4898 0.9683  0.02
C 0.9354 0.3696 -1.1591  0.07
C -0.1419 0.7444 1.3568  -0.05
C -0.1509 -0.3534 -0.7054  -0.14
C -0.8864 -1.4115 -1.4568  -0.44
N -0.6797 -0.1521 0.5185  -0.19
O -0.6779 -1.8341 -2.5368  0.23
O -1.9175 -1.8409 -0.6572  -0.26
P -2.1690 -1.1380 0.7768  1.08
H 2.3264 1.9157 -0.6298  0.13
H 1.3780 2.2048 1.6527  0.13
H 1.3154 0.1838 -2.1523  0.15
H -0.6044 0.8415 2.3277  0.14
H -1.1682 -2.3370 2.0036  0.09


The following LUMO level values (in eV) correspond, in order, to the records above: -4.279 2.160 0.358 -5.733.